(1)
Computed, not measured: a 3-piece molecular cluster, C15H45BrClO4PSi5 overall in a non-equilibrium geometry, with ωB97M-V/def2-TZVPD.

CARTESIAN COORDINATES (ANGSTROEM)
C (2.82727, 0.65887, 3.72271)
Si (4.46809, -0.17467, 4.11459)
C (4.11661, -1.81308, 4.96930)
C (5.33468, -0.54029, 2.48811)
O (5.40085, 0.81031, 5.10503)
Si (5.30466, 1.52679, 6.62085)
C (6.84594, 2.52608, 7.01791)
C (5.10834, 0.21065, 7.95162)
C (3.82493, 2.68647, 6.69806)
H (2.22554, 0.77396, 4.62903)
H (2.25441, 0.06368, 3.00565)
H (2.99518, 1.65122, 3.29236)
H (5.05139, -2.29225, 5.27810)
H (3.58587, -2.49368, 4.29744)
H (3.49807, -1.66166, 5.85732)
H (6.28571, -1.05126, 2.66207)
H (5.53346, 0.38383, 1.93770)
H (4.71449, -1.18212, 1.85698)
H (7.73432, 1.88766, 7.01011)
H (6.76032, 2.98175, 8.00919)
H (6.98899, 3.32581, 6.28465)
H (4.15605, -0.31549, 7.83807)
H (5.13105, 0.66334, 8.94561)
H (5.91682, -0.52168, 7.88618)
H (2.89067, 2.12798, 6.60237)
H (3.87254, 3.42327, 5.89131)
H (3.80626, 3.22122, 7.65155)
C (-5.44123, 0.72923, -0.78566)
Si (-4.52960, 0.46938, -2.41111)
C (-4.85944, 1.94952, -3.52416)
C (-2.68839, 0.41814, -2.04043)
O (-5.05113, -0.94449, -3.15283)
Si (-6.47634, -1.60429, -3.74761)
C (-6.20455, -3.32209, -4.45971)
C (-7.17782, -0.51520, -5.11273)
C (-7.75216, -1.74142, -2.37142)
H (-6.50760, 0.89735, -0.96266)
H (-5.04194, 1.59829, -0.25471)
H (-5.33322, -0.14916, -0.14152)
H (-4.40326, 1.79814, -4.50791)
H (-4.44304, 2.86191, -3.08775)
H (-5.93314, 2.09850, -3.66221)
H (-2.11109, 0.29480, -2.96093)
H (-2.45050, -0.41150, -1.36844)
H (-2.36644, 1.34522, -1.55899)
H (-5.48593, -3.29058, -5.28400)
H (-7.14558, -3.73024, -4.84113)
H (-5.82150, -4.00319, -3.69350)
H (-7.47398, 0.46019, -4.71589)
H (-8.05761, -0.98162, -5.56202)
H (-6.43204, -0.35690, -5.89566)
H (-8.04121, -0.75084, -2.01213)
H (-7.34871, -2.31136, -1.52976)
H (-8.65111, -2.24922, -2.73123)
C (-0.29879, 1.37114, -4.94720)
C (0.04894, -0.23771, -5.24339)
O (1.49702, -0.51884, -5.26746)
C (2.15523, -0.07063, -4.01142)
Si (3.41909, -1.42955, -3.36740)
Cl (3.08513, -3.35180, -4.34607)
P (3.00291, -1.78259, -1.22886)
O (3.28162, -0.36843, -0.25185)
Br (0.74041, -2.17852, -1.15828)
H (0.47095, 2.09647, -5.46252)
H (-1.41945, 1.61874, -5.24251)
H (-0.22391, 1.48112, -3.77038)
H (-0.39961, -0.91680, -4.37268)
H (-0.51091, -0.49799, -6.25092)
H (1.37670, 0.06401, -3.12064)
H (2.70938, 0.97012, -4.18637)
H (4.80499, -1.08756, -3.66560)
H (2.85631, -0.59643, 0.64578)

## Properties
SMILES string: C[Si](C)(C)O[Si](C)(C)C.C[Si](C)(C)O[Si](C)(C)C.CCOC[Si@H](Cl)P(O)Br
Highest occupied orbital energy in eV: -8.777
LUMO in eV: -0.31
Energy relative to the best compared isomer or geometry (same formula, charge and spin) in kcal/mol: 58.76
Total energy in Ha: -5722.81489
Spin multiplicity: 1

***

(2)
Computed, not measured: a 6-piece molecular cluster, C15H45N3O6 overall in a non-equilibrium geometry, with ωB97M-V/def2-TZVPD.

CARTESIAN COORDINATES (ANGSTROEM)
C (-8.23991, 0.26469, -3.29526)
O (-7.80205, 1.29513, -4.14810)
C (-8.77142, 2.32146, -4.46638)
C (-8.30401, 3.31223, -5.56489)
C (-8.00275, 2.69293, -6.95781)
N (-7.08593, 4.00787, -5.17629)
H (-8.64993, 0.72257, -2.39507)
H (-7.32562, -0.21691, -2.94849)
H (-8.85074, -0.49133, -3.78863)
H (-9.66257, 1.82191, -4.84637)
H (-9.12636, 2.82873, -3.56928)
H (-9.02063, 4.13127, -5.62599)
H (-7.20258, 1.95596, -6.88921)
H (-7.61018, 3.38998, -7.69815)
H (-8.89593, 2.14374, -7.25566)
H (-7.28575, 4.54003, -4.34144)
H (-6.50541, 3.33684, -4.69379)
C (-14.16980, 6.12342, -3.49771)
O (-13.26886, 5.27860, -4.11319)
C (-13.10670, 4.00286, -3.50440)
C (-12.24679, 3.11247, -4.40853)
C (-12.98845, 2.86809, -5.70815)
N (-12.24855, 1.77751, -3.82599)
H (-14.08259, 7.03066, -4.09554)
H (-13.91122, 6.48255, -2.50158)
H (-15.19239, 5.75753, -3.59008)
H (-12.83247, 3.97949, -2.44971)
H (-14.09958, 3.55538, -3.54967)
H (-11.26524, 3.57634, -4.50591)
H (-13.12028, 3.79103, -6.27286)
H (-13.95150, 2.36877, -5.81456)
H (-12.22287, 2.38891, -6.31837)
H (-11.80054, 1.19566, -4.51942)
H (-13.19682, 1.43166, -3.86167)
C (-14.19661, -1.81892, -7.66891)
O (-12.95355, -2.29209, -7.20582)
C (-12.43907, -3.34802, -8.00854)
C (-11.91458, -4.46803, -7.06167)
C (-10.81500, -3.99378, -6.13803)
N (-11.55746, -5.54608, -7.99036)
H (-14.65507, -1.01189, -7.09740)
H (-14.86273, -2.68167, -7.67727)
H (-14.08226, -1.42586, -8.67912)
H (-13.10277, -3.68937, -8.80294)
H (-11.58877, -2.95904, -8.56871)
H (-12.72889, -4.79488, -6.41500)
H (-11.20861, -3.21894, -5.48016)
H (-9.86410, -3.65761, -6.55140)
H (-10.54303, -4.84343, -5.51176)
H (-11.17329, -6.38723, -7.58417)
H (-10.81629, -5.29903, -8.63046)
C (-5.70939, -1.44922, -5.71745)
O (-7.06342, -1.90118, -5.61943)
H (-5.47081, -1.16802, -4.69172)
H (-4.97990, -2.17347, -6.07994)
H (-5.72542, -0.57288, -6.36543)
H (-7.12062, -2.24871, -4.72637)
C (-10.05325, -0.86068, -6.72952)
O (-11.25488, -0.52683, -6.14285)
H (-9.47399, -1.61536, -6.19753)
H (-10.25697, -1.23297, -7.73351)
H (-9.41004, 0.00057, -6.91014)
H (-11.90560, -1.13394, -6.50283)
C (-6.85183, -2.89319, -9.32163)
O (-7.77894, -3.06724, -8.27110)
H (-6.78882, -1.81610, -9.47656)
H (-5.87704, -3.30247, -9.05637)
H (-7.11201, -3.35633, -10.27343)
H (-7.47266, -2.57133, -7.50830)

## Properties
SMILES string: COC[C@H](C)N.COC[C@H](C)N.COC[C@H](C)N.CO.CO.CO
Highest occupied orbital energy in eV: -8.894
LUMO in eV: 0.63
Energy relative to the best compared isomer or geometry (same formula, charge and spin) in kcal/mol: 45.03
Total energy in Ha: -1214.04021
Spin multiplicity: 1

***

(3)
Computed, not measured: C15H4ClCsF5INOS as an isolated structure, with ωB97M-V/def2-TZVPD.

CARTESIAN COORDINATES (ANGSTROEM)
Cs (0.77406, 0.15094, -0.05594)
Cl (-5.82472, 4.41124, 1.47914)
C (-4.20302, 3.81758, 1.18864)
C (-3.14986, 4.68531, 1.23967)
C (-1.84337, 4.24585, 1.01304)
I (-0.28720, 5.62105, 1.10620)
C (-1.50942, 2.90975, 0.72104)
O (-0.34185, 2.48761, 0.51288)
C (-2.66459, 1.99895, 0.67288)
N (-2.39409, 0.69833, 0.39457)
C (-3.38227, -0.15964, 0.33833)
C (-4.72708, 0.18914, 0.55185)
C (-5.02505, 1.49129, 0.83341)
C (-3.98892, 2.44806, 0.90333)
H (-3.33365, 5.72876, 1.45929)
H (-3.12198, -1.19046, 0.11275)
H (-5.50048, -0.56506, 0.49202)
H (-6.04548, 1.80582, 1.00496)
F (5.29031, -6.05220, -1.73435)
C (5.00881, -4.76650, -1.45782)
C (3.70709, -4.35836, -1.23818)
F (2.70788, -5.25498, -1.30100)
C (3.44053, -3.03258, -0.95561)
F (2.13786, -2.72109, -0.75438)
C (4.41893, -2.03621, -0.87145)
S (4.07877, -0.37471, -0.51668)
C (5.71966, -2.50220, -1.10207)
F (6.75586, -1.65364, -1.05247)
C (6.01565, -3.82181, -1.38666)
F (7.28760, -4.20024, -1.59742)

## Properties
Highest occupied orbital energy in eV: -4.501
LUMO in eV: 1.90
Energy relative to the best compared isomer or geometry (same formula, charge and spin) in kcal/mol: 0.00
Total energy in Ha: -2379.66750
Charge: -1
Spin multiplicity: 1

***

(4)
Computed, not measured: C15H50LiN18O19 as an isolated structure in a non-equilibrium geometry, with ωB97M-V/def2-TZVPD.

CARTESIAN COORDINATES (ANGSTROEM)
Li (0.58902, -2.38458, -3.54542)
C (0.42430, 0.97017, -1.71257)
C (-0.19207, -0.36895, -1.46599)
C (-0.18239, -0.88737, 0.04209)
O (-0.63226, -1.98225, 0.21384)
C (0.43668, -0.11210, 1.06528)
C (1.22215, 0.94387, 0.71865)
C (1.14928, 1.53250, -0.75516)
O (1.70663, 2.69496, -0.98749)
O (1.82676, 1.49153, 1.70371)
O (-0.41036, -1.16943, -2.37450)
H (0.36557, 1.26622, -2.74954)
H (0.39059, -0.57995, 2.03759)
C (-4.56564, -1.07748, -1.30980)
O (-5.44438, -1.64978, -0.71961)
N (-4.52556, 0.20464, -1.54213)
N (-3.65023, -1.57098, -2.04359)
H (-5.25803, 0.77913, -1.15028)
H (-3.78147, 0.61275, -2.08973)
H (-3.87307, -2.54116, -2.21447)
H (-2.98349, -1.02098, -2.56613)
C (0.33014, -3.50884, 3.71327)
O (0.31533, -2.47413, 4.36267)
N (-0.00710, -4.70647, 4.25001)
N (0.44113, -3.59040, 2.40607)
H (-0.36605, -5.45901, 3.67998)
H (-0.16420, -4.79596, 5.24369)
H (0.44601, -2.80290, 1.77367)
H (0.77330, -4.48917, 2.08669)
C (4.37152, -0.10692, -1.66016)
O (4.59298, 1.12920, -1.66260)
N (5.29233, -0.92112, -1.27438)
N (3.27799, -0.78692, -1.99965)
H (6.22107, -0.54261, -1.15497)
H (5.21058, -1.88716, -0.99122)
H (3.30102, -1.79429, -2.06882)
H (2.40485, -0.29207, -2.11297)
C (-2.25859, 0.93928, -4.58157)
O (-2.95405, 0.75622, -3.59187)
N (-0.96892, 0.80869, -4.70305)
N (-2.80904, 1.24195, -5.72214)
H (-0.49586, 1.25961, -5.47311)
H (-0.58900, 0.29153, -3.92311)
H (-3.80071, 1.40144, -5.61598)
H (-2.35162, 1.31860, -6.61935)
C (4.14263, -0.92229, 3.26405)
O (5.02175, -1.71513, 3.43996)
N (4.27935, 0.43195, 3.20272)
N (2.91768, -1.24677, 3.10280)
H (5.19458, 0.84442, 3.31378)
H (3.58932, 0.85975, 2.60194)
H (2.19413, -0.64962, 2.72864)
H (2.70357, -2.23020, 3.01851)
C (-3.14152, -1.03212, 3.64708)
O (-3.11977, -0.66395, 4.80312)
N (-2.26419, -1.78349, 3.11817)
N (-4.00266, -0.79948, 2.80412)
H (-1.43329, -1.97822, 3.65834)
H (-2.33388, -1.98513, 2.13096)
H (-4.77105, -0.14572, 2.85179)
H (-4.01572, -1.19150, 1.87339)
C (-0.44020, 5.54830, 0.92841)
O (-1.03390, 5.44555, -0.11702)
N (-0.78533, 6.34295, 1.83746)
N (0.61440, 4.93921, 1.32301)
H (-0.33718, 6.38008, 2.74183)
H (-1.52911, 7.00429, 1.66562)
H (1.14419, 4.37939, 0.67030)
H (0.99567, 5.27468, 2.19604)
C (-0.77199, 2.25472, 4.41484)
O (-1.12227, 2.25010, 5.52999)
N (-1.19711, 1.46793, 3.47129)
N (0.38868, 2.79722, 4.04994)
H (-0.60763, 1.10240, 2.73712)
H (-1.87937, 0.77474, 3.74351)
H (0.98641, 3.30119, 4.68935)
H (0.85393, 2.47099, 3.21495)
C (-2.33553, -4.52337, -1.17835)
O (-2.93542, -5.55556, -1.40234)
N (-2.57788, -3.86451, -0.11181)
N (-1.51090, -3.89772, -2.02166)
H (-3.07120, -4.21116, 0.69847)
H (-2.10790, -2.99521, 0.09685)
H (-1.54271, -2.89579, -2.14509)
H (-1.35562, -4.42385, -2.86970)
O (0.94131, -4.95134, -0.68752)
H (0.86750, -5.67208, -0.06197)
H (0.40191, -4.25393, -0.31483)
O (2.93908, 1.89420, -3.80322)
H (2.37218, 2.01302, -3.04116)
H (3.76475, 1.57346, -3.44042)
O (-2.14911, 2.92022, -1.79230)
H (-2.43906, 2.08581, -2.16098)
H (-1.19501, 2.85007, -1.76079)
O (1.65959, -1.07279, -4.52574)
H (1.54881, -0.15198, -4.76255)
H (2.01667, -1.48201, -5.31394)
O (4.38058, 2.70687, 0.65780)
H (3.74626, 2.32688, 0.04996)
H (3.84709, 3.17722, 1.29842)
O (0.53099, 4.87775, -2.71451)
H (0.15547, 5.56331, -2.16204)
H (0.98286, 4.29692, -2.10241)

## Properties
Highest occupied orbital energy in eV: -6.092
LUMO in eV: -0.12
Energy relative to the best compared isomer or geometry (same formula, charge and spin) in kcal/mol: 132.24
Total energy in Ha: -3024.57589
Charge: -1
Spin multiplicity: 1

***

Number 1: HOMO-LUMO gap 8.465 eV. Number 2: HOMO-LUMO gap 9.521 eV. Number 3: HOMO-LUMO gap 6.406 eV. Number 4: HOMO-LUMO gap 5.974 eV.